1.
This record from OMol25 describes 6 unconnected molecules or ions with the total composition C22H32N5O10. The level of theory is wB97M-V/def2-TZVPD.

Cartesian coordinates (Å):
O  -53.9171  -5.4675  23.1156
O  -53.2521  2.4244  28.1159
O  -49.4551  -2.7770  25.2117
O  -54.1554  -1.8260  17.3267
O  -53.6391  3.9486  22.0961
O  -55.7815  -0.9637  25.8021
O  -53.9181  -1.3048  24.6230
O  -55.7339  -0.5276  23.6826
O  -50.4332  -2.9301  23.2237
O  -54.1272  -7.6383  23.5603
N  -54.2708  -1.5458  19.6007
N  -50.0134  -2.3074  24.1635
N  -55.8659  3.9323  22.5661
N  -54.2683  -6.3810  23.7064
N  -55.4450  2.4442  27.8787
C  -55.6193  3.3823  29.0312
C  -54.8667  -6.7581  27.7849
C  -55.5754  -5.4205  27.8966
C  -50.4772  -0.8893  24.2208
C  -54.7350  4.5350  22.1798
C  -55.5532  -4.3920  26.9881
C  -56.7071  2.2595  27.1707
C  -51.0477  1.2495  25.5458
C  -54.9002  -0.6996  20.5347
C  -54.6425  -6.1077  25.1275
C  -55.1424  -4.7099  25.4102
C  -55.9470  2.5161  22.9869
C  -54.6620  -1.2705  18.2865
C  -51.7378  1.7481  24.4394
C  -53.5270  -2.6912  20.0084
C  -51.1981  -0.2400  23.0256
C  -51.9878  1.0830  23.1688
C  -55.1737  -0.9069  24.6847
C  -54.4139  -7.0109  26.3272
C  -50.3797  -0.1174  25.5430
C  -54.1895  2.1513  27.3719
C  -57.0485  4.6841  22.7270
H  -53.9773  -8.1057  26.2193
H  -54.3117  1.7658  26.3525
H  -56.6253  1.4540  26.5968
H  -56.5274  3.9860  28.7800
H  -56.4488  2.2982  23.9234
H  -55.7067  -0.5278  18.2068
H  -54.7696  3.9644  29.2297
H  -54.3430  -0.8325  21.5506
H  -53.2350  -2.9027  21.1688
H  -55.6456  2.7333  29.9037
H  -55.0537  -7.4482  28.7231
H  -55.9394  -1.3188  20.3526
H  -55.8612  -3.4236  27.2415
H  -56.8884  3.0486  26.4030
H  -53.8831  -3.4933  19.4420
H  -58.0368  4.0676  22.6331
H  -53.5808  -0.9336  23.7919
H  -52.4169  2.4282  24.4214
H  -52.4328  -2.3984  19.6335
H  -56.4065  1.8377  22.2578
H  -54.7297  5.4969  21.8865
H  -55.3478  -3.8474  24.6602
H  -57.4267  2.0767  27.9424
H  -52.7102  1.4715  22.4398
H  -54.7722  2.2399  23.2244
H  -55.9254  -5.4803  28.9304
H  -50.8428  1.8292  26.3060
H  -57.1896  5.3973  22.0186
H  -57.2039  5.3317  23.5472
H  -50.0852  -0.6457  26.4017
H  -55.0775  0.3142  20.5255
H  -51.2639  -0.7283  22.0905

Computed properties:
**Net charge**: -1
**LUMO energy**: 1.473 eV
**Relative energy (zero: lowest compared OMol25 entry of this formula, charge and spin)**: 34.66 kcal per mole
**Gap between HOMO and LUMO**: 6.36 eV

2.
This record from OMol25 describes 2 unconnected molecules or ions with the total composition C3HBr2NO. The level of theory is wB97M-V/def2-TZVPD.

Cartesian coordinates (Å):
Br  0.3754  1.6060  3.5425
Br  1.4761  -1.4450  3.2738
O  3.6947  0.4930  0.5639
N  0.5323  0.0987  -0.0667
C  0.4582  0.1072  1.1570
C  3.1187  1.4426  0.7431
C  0.9434  0.1551  2.3866
H  -0.3400  -0.0902  -0.6737

Computed properties:
**Net charge**: 0
**LUMO energy**: -0.122 eV
**Relative energy (zero: lowest compared OMol25 entry of this formula, charge and spin)**: 15.98 kcal per mole
**Gap between HOMO and LUMO**: 8.92 eV

3.
This record from OMol25 describes a gas-phase ion, C16H25BF2NO3S (charge -1). The level of theory is wB97M-V/def2-TZVPD.

Cartesian coordinates (Å):
S  -0.3659  -1.4224  2.8487
F  0.7512  2.8002  -0.7639
F  -3.8361  2.9599  -1.0639
O  -2.4993  2.9168  -2.7988
O  0.3720  0.1772  0.1465
O  -0.3744  2.1802  1.0728
N  -2.4322  -0.9938  -0.9563
C  1.1914  -2.1425  3.4237
C  -2.5890  3.0268  -1.6257
C  2.1764  -2.5067  2.2915
C  -0.4597  2.2629  -0.2833
C  -0.3690  -0.5321  -3.0712
C  3.1978  0.7632  1.3405
C  -0.0300  0.3634  2.8024
C  2.8561  -1.1643  -1.7750
C  -0.0836  0.6786  -2.1858
C  -2.5045  -2.1171  -0.0193
C  -0.5766  0.7633  -0.7220
C  1.8419  -1.5601  -2.2767
C  0.6312  -1.7280  -3.0764
C  -1.9663  0.2492  -0.3104
C  2.0882  1.4399  1.6356
C  -1.5364  3.3291  -0.6085
B  0.5617  1.0108  1.3534
H  0.9860  0.8695  -2.1460
H  -1.9060  0.0761  0.7654
H  3.7048  -0.8384  -1.2256
H  0.9484  -1.9334  -4.1003
H  2.3801  -3.5782  2.2876
H  -1.0168  4.2142  -0.9755
H  1.7610  -2.2105  1.3308
H  3.1246  -1.9915  2.4425
H  -2.7500  0.9985  -0.4168
H  4.1844  1.1743  1.5447
H  -3.3731  -0.8276  -1.2883
H  0.9115  -3.0392  3.9757
H  -0.3883  -0.1644  -4.1026
H  1.6415  -1.4464  4.1297
H  2.2355  2.3755  2.1806
H  -3.1921  -1.9161  0.8137
H  -0.4999  1.5419  -2.7088
H  3.1801  -0.2275  0.9049
H  -1.5182  -2.2951  0.4015
H  -0.9883  0.8256  3.0542
H  0.1077  -2.6304  -2.7497
H  -2.0127  3.6153  0.3236
H  -2.8511  -3.0090  -0.5430
H  -1.3582  -0.9346  -2.9063
H  0.6445  0.5973  3.6304

Computed properties:
**Net charge**: -1
**LUMO energy**: 3.051 eV
**Gap between HOMO and LUMO**: 7.28 eV

4.
This record from OMol25 describes 4 unconnected molecules or ions with the total composition C26H46NO12S. The level of theory is wB97M-V/def2-TZVPD.

Cartesian coordinates (Å):
S  -1.3113  -1.3089  0.1612
O  -1.6516  -3.0762  4.8575
O  7.9208  -3.0886  -1.7686
O  -1.9720  1.1226  1.2279
O  3.9445  -1.5731  -3.4193
O  -4.7815  -3.0015  -1.5598
O  2.7305  1.4443  -2.6893
O  5.2319  -1.0375  -5.2322
O  -3.1132  -0.8715  2.0887
O  -2.9858  -2.2759  -0.3435
O  9.7165  -2.3631  -0.5523
O  -2.0326  5.4190  1.9972
O  -3.9159  6.2875  2.9611
N  0.7043  1.3600  0.4171
C  -4.1272  -2.1221  -0.7457
C  -3.0096  -1.5796  3.3738
C  -6.0494  -2.4537  -1.9178
C  -5.3969  4.5430  2.5102
C  -0.0809  -2.6292  6.8264
C  1.3842  1.7649  -2.1237
C  4.9747  -0.5436  -6.5458
C  4.0448  -1.2343  -4.5869
C  -1.1780  1.9389  2.1990
C  -3.9936  4.0339  2.2981
C  -1.9287  -2.8116  3.4066
C  -5.1794  5.7630  3.3665
C  -1.8355  -0.2735  1.6713
C  0.4239  0.4445  -2.3370
C  -6.3621  -1.4415  -0.8470
C  -0.4968  -2.2252  5.2662
C  1.5133  2.2258  -0.5239
C  7.7071  -1.0206  -0.6723
C  8.5751  -2.2093  -0.9545
C  -4.9953  -0.9334  -0.4635
C  6.3402  -1.5287  -1.0558
C  6.6529  -2.5408  -2.1266
C  -3.1869  5.2949  2.3716
C  3.5622  -0.9630  -6.8589
C  0.4060  2.0749  1.7346
C  2.8999  -0.9295  -5.5048
H  0.8705  -3.3448  6.7386
H  -1.5797  3.0509  2.2892
H  2.1164  -1.6864  -5.4226
H  1.0860  1.6448  2.6052
H  -6.7977  -3.2506  -1.9570
H  0.4684  -2.4044  4.6233
H  -5.9652  -1.9970  -2.9096
H  5.0933  0.5450  -6.5391
H  -6.0642  3.8086  2.9688
H  -6.8225  -1.9421  0.0136
H  2.5068  0.0632  -5.2684
H  8.0242  -0.1878  -1.3061
H  -5.8298  4.8385  1.5467
H  0.6610  3.2257  1.6532
H  6.7372  -2.0842  -3.1184
H  5.6596  -0.7422  -1.3923
H  5.8798  -2.0292  -0.1952
H  3.0768  -0.3217  -7.5994
H  -4.9522  -0.6555  0.5921
H  -7.0427  -0.6550  -1.1836
H  -2.0661  -0.9075  -0.9620
H  7.7501  -0.7426  0.3833
H  0.9468  2.6211  -2.8047
H  -0.8881  -2.5776  2.9258
H  -0.6411  0.7279  -1.8795
H  0.1534  -1.6431  7.4124
H  -2.8368  -0.8575  4.3072
H  -5.9581  6.5152  3.2104
H  0.2744  0.1216  -3.4519
H  -1.2218  1.3487  3.2235
H  -4.6781  -0.1007  -1.0973
H  2.8486  0.4544  -2.7880
H  2.6651  2.0976  -0.2439
H  -0.8635  -1.1009  5.2761
H  -3.8845  3.5523  1.3237
H  0.8168  -0.4783  -1.6918
H  -4.0798  -2.0714  3.5699
H  -3.6791  3.3612  3.1009
H  5.6935  -0.9743  -7.2490
H  1.1958  0.4397  0.6197
H  3.5569  -1.9896  -7.2449
H  1.2220  3.3613  -0.4566
H  5.9046  -3.3378  -2.1657
H  -0.9987  -3.1409  7.3440
H  -2.3768  -3.7546  2.8607
H  -5.1304  5.5190  4.4329

Computed properties:
**Net charge**: -1
**LUMO energy**: 2.114 eV
**Gap between HOMO and LUMO**: 4.18 eV